# 1
Here is a 2-piece molecular cluster, C43H41BF6N2O4 overall in a non-equilibrium geometry from OMol25. Energies are from the ωB97M-V functional and the def2-TZVPD basis.

CARTESIAN COORDINATES (ANGSTROEM)
F  0.08  -0.34  1.26
F  -4.34  2.03  4.04
F  0.23  0.67  4.60
F  -1.96  -1.63  5.32
F  -3.32  -1.56  1.06
F  -4.09  -0.10  5.55
O  3.03  -4.93  -1.39
O  6.37  -2.48  -3.27
O  5.60  -4.76  -2.09
O  3.06  -0.54  -4.54
N  0.49  0.88  -2.57
N  1.52  1.18  -4.54
C  1.29  3.18  -3.12
C  -2.92  3.20  5.48
C  6.77  -1.27  -3.94
C  -3.06  2.19  4.54
C  0.49  -3.35  3.29
C  -1.68  3.35  6.12
C  -1.19  -1.05  3.14
C  -5.60  -1.53  4.51
C  2.17  0.11  -3.99
C  -0.39  0.86  -1.54
C  -3.49  5.45  -0.48
C  -0.42  -3.09  4.31
C  -2.82  3.17  0.18
C  3.57  -3.68  -1.37
C  -0.85  1.49  4.84
C  -2.77  4.29  -0.71
C  -1.20  -1.94  4.22
C  4.91  -3.61  -1.82
C  0.60  -2.46  2.22
C  -3.69  3.30  1.30
C  1.54  -0.13  -2.62
C  -4.32  5.56  0.64
C  -5.23  -2.32  2.27
C  -1.11  1.96  -1.11
C  -0.65  2.46  5.82
C  1.98  1.72  -5.80
C  1.66  -5.11  -0.98
C  2.87  -2.49  -1.15
C  -4.46  -0.74  4.40
C  -2.03  1.99  -0.07
C  -0.70  2.26  -4.31
C  -4.11  -1.50  2.20
C  -5.99  -2.32  3.43
C  -2.06  1.28  4.17
C  -4.41  4.47  1.53
C  5.41  -2.38  -2.31
C  -3.68  -0.66  3.24
C  -0.20  -1.32  2.20
C  4.75  -1.19  -1.97
C  2.57  -0.03  -1.49
C  0.62  1.89  -3.63
C  5.31  -5.38  -3.38
C  3.44  -1.26  -1.50
B  -2.29  0.13  3.08
H  -0.56  -3.74  5.17
H  2.04  0.07  -0.53
H  -5.46  -2.97  1.42
H  -3.76  2.46  1.98
H  3.18  0.88  -1.65
H  7.20  -0.56  -3.22
H  -3.41  6.28  -1.19
H  -2.22  1.08  0.48
H  -0.54  3.14  -4.95
H  -0.88  2.90  -1.64
H  2.34  3.01  -2.84
H  -1.53  4.14  6.86
H  1.51  -4.76  0.05
H  -2.28  0.72  1.94
H  1.12  -4.24  3.34
H  1.25  3.94  -3.91
H  2.59  0.95  -6.30
H  5.19  -0.22  -2.22
H  0.97  -4.59  -1.66
H  7.54  -1.60  -4.65
H  -6.88  -2.95  3.51
H  0.30  2.47  6.35
H  5.92  -0.82  -4.47
H  5.98  -6.24  -3.42
H  -3.78  3.83  5.72
H  1.13  1.97  -6.44
H  -0.46  -0.08  -1.00
H  -1.05  1.43  -4.94
H  1.51  -6.19  -1.04
H  1.84  -2.52  -0.80
H  -5.05  4.55  2.41
H  1.09  -1.14  -2.64
H  -2.16  4.23  -1.62
H  2.60  2.62  -5.67
H  5.54  -4.68  -4.19
H  -4.89  6.47  0.82
H  4.27  -5.69  -3.42
H  -6.12  -1.52  5.47
H  0.76  3.58  -2.24
H  1.32  -2.62  1.42
H  -1.47  2.50  -3.57

Output
HOMO level: -7.7 eV
LUMO level: -2.288 eV
largest force on an atom: 1.89 eV/A

Löwdin atomic charge list, values in e, 5 entries: number 1, F, carries 0.01; number 2, F, carries 0.02; number 3, F, carries 0.05; number 4, F, carries 0.07; number 5, F, carries 0.03

---

# 2
Here is C16H41FeO14 as an isolated structure in a non-equilibrium geometry from OMol25. Energies are from the ωB97M-V functional and the def2-TZVPD basis.

CARTESIAN COORDINATES (ANGSTROEM)
Fe  2.18  -1.28  2.76
O  2.97  -2.91  1.62
O  1.04  0.15  3.90
O  2.00  -0.10  0.97
O  3.26  -0.73  -1.69
O  -2.63  3.91  -0.63
O  0.38  -2.22  2.40
O  -2.22  0.21  3.16
O  -1.52  -5.44  -0.24
O  -5.52  -2.35  -1.63
O  2.77  3.95  -0.92
O  4.47  1.68  1.01
O  -1.73  -2.43  4.18
O  0.56  4.21  1.79
O  -3.88  -5.32  1.24
C  4.41  -2.78  -2.29
C  -0.55  -3.02  2.13
C  1.10  0.90  0.64
C  -2.85  -4.01  2.84
C  -1.45  4.02  -2.73
C  1.85  5.27  -2.65
C  3.07  -2.06  -2.18
C  -4.16  -2.33  -1.22
C  -2.87  -4.71  1.64
C  -2.51  3.31  -1.93
C  -0.30  0.37  0.33
C  2.32  3.88  -2.29
C  -1.64  -4.69  0.76
C  -3.88  -1.45  -0.02
C  -1.76  -3.15  3.16
C  -0.58  -3.80  0.95
H  -0.55  -0.30  1.16
H  -2.82  -1.54  0.21
H  2.31  -3.02  0.92
H  -1.13  1.06  0.19
H  -2.39  2.24  -1.75
H  -1.64  0.51  2.46
H  0.74  1.04  3.68
H  0.31  -3.73  0.34
H  1.33  5.28  -3.61
H  2.40  -2.05  -3.03
H  -1.37  5.09  -2.50
H  3.73  1.21  0.60
H  1.53  3.13  -2.38
H  -1.90  -0.69  3.38
H  1.15  5.75  -1.96
H  4.89  -2.94  -1.33
H  4.36  -3.68  -2.90
H  5.07  -2.13  -2.89
H  2.72  -0.61  -0.90
H  -3.81  -3.33  -0.97
H  3.42  -3.76  1.70
H  -2.96  3.28  0.00
H  -4.42  -1.76  0.88
H  0.97  1.65  1.44
H  -0.23  -0.23  -0.58
H  -4.06  -0.37  -0.13
H  -5.92  -1.53  -1.35
H  4.65  1.20  1.81
H  -3.50  3.37  -2.40
H  2.52  -2.57  -1.38
H  0.47  3.35  2.21
H  1.47  1.48  -0.22
H  -1.47  3.90  -3.81
H  0.31  4.06  0.87
H  3.10  3.54  -2.97
H  -0.52  3.56  -2.39
H  2.70  5.95  -2.68
H  0.51  -0.11  4.67
H  -3.56  -2.18  -2.12
H  2.93  3.00  -0.80
H  -3.70  -4.20  3.47

Output
HOMO level (spin up / spin down): -4.2 / -4.2 eV
total charge: -1
spin multiplicity: 5
<S²>: 6.01
LUMO level (spin up / spin down): 0.458 / 0.237 eV
relative energy (zero: lowest compared OMol25 entry of this formula, charge and spin): 138.66 kJ/mol
largest force on an atom: 4.64 eV/A

Löwdin atomic charge list, values in e, 5 entries: number 1, Fe, carries 1.01; number 2, O, carries -0.06; number 3, O, carries -0.05; number 4, O, carries -0.35; number 5, O, carries -0.10

---

# 3
Here is a 4-piece molecular cluster, C24H58N2 overall in a non-equilibrium geometry from OMol25. Energies are from the ωB97M-V functional and the def2-TZVPD basis.

CARTESIAN COORDINATES (ANGSTROEM)
N  1.87  -3.40  1.34
N  -2.68  -0.17  -2.69
C  1.29  -2.23  0.57
C  3.77  3.41  -0.95
C  -3.90  0.39  -3.25
C  -0.33  -0.35  -3.08
C  -4.29  1.53  -2.42
C  1.87  4.12  -2.56
C  2.40  -3.05  2.65
C  -3.69  -0.61  3.53
C  -1.35  1.82  1.59
C  -3.59  -1.84  4.37
C  -2.56  1.17  2.14
C  4.40  2.30  -0.12
C  2.77  -5.62  1.10
C  5.80  2.80  0.34
C  0.58  3.75  -3.31
C  2.85  -4.10  0.59
C  -3.47  -2.49  -1.98
C  -2.91  -1.08  -1.57
C  -2.39  -0.11  2.90
C  2.27  -1.30  -0.04
C  1.23  -3.09  3.63
C  -1.48  0.60  -2.71
C  2.31  3.07  -1.47
C  -1.65  3.10  0.91
H  2.65  4.11  -3.45
H  0.67  0.22  -2.97
H  -5.30  1.91  -2.66
H  -2.03  3.65  1.69
H  0.79  -2.09  3.61
H  0.44  -2.40  -0.23
H  1.93  -5.85  0.92
H  1.76  5.01  -2.15
H  2.33  1.96  -1.95
H  -0.88  3.62  0.62
H  -1.50  1.42  -3.30
H  -2.69  -1.57  5.13
H  -3.55  -2.80  3.94
H  -3.62  -0.85  -0.85
H  -1.83  -1.49  -1.26
H  -3.22  0.82  1.32
H  -2.33  3.18  0.10
H  0.57  -3.87  3.40
H  -3.70  0.75  -4.32
H  0.29  4.47  -4.04
H  -3.55  -3.35  -1.48
H  3.79  -3.78  0.53
H  1.74  3.14  -0.54
H  1.00  2.97  -3.84
H  6.58  2.71  -0.58
H  -4.43  -2.50  -2.39
H  5.79  3.70  0.98
H  -0.36  -0.78  -4.01
H  1.62  -0.40  -0.35
H  3.01  -5.60  2.02
H  3.87  2.26  0.89
H  -3.44  2.29  -2.23
H  -1.92  -0.83  2.10
H  -1.22  1.17  -1.71
H  -0.29  -1.22  -2.60
H  3.31  -0.91  0.45
H  4.27  1.29  -0.36
H  -4.47  -0.80  2.79
H  -4.47  -0.46  -3.46
H  -0.43  1.97  2.19
H  -2.88  -3.00  -2.72
H  -4.33  -2.19  4.98
H  -0.91  1.05  0.96
H  1.61  -3.29  4.66
H  2.92  -3.81  2.95
H  6.34  2.24  1.05
H  3.77  4.56  -0.60
H  -4.47  1.13  -1.47
H  -0.46  3.51  -2.83
H  4.59  3.68  -1.65
H  -3.06  1.86  2.79
H  -4.10  0.13  4.07
H  2.75  -1.56  -1.09
H  -1.57  0.06  3.63
H  3.46  -6.22  0.44
H  2.91  -1.95  2.56
H  0.66  -1.60  1.21
H  2.47  -4.24  -0.39

Output
HOMO level: -8.0 eV
LUMO level: 0.821 eV
relative energy (zero: lowest compared OMol25 entry of this formula, charge and spin): 251.79 kJ/mol
largest force on an atom: 12.72 eV/A

Löwdin atomic charge list, values in e, 5 entries: number 1, N, carries -0.19; number 2, N, carries -0.21; number 3, C, carries -0.25; number 4, C, carries -0.26; number 5, C, carries -0.25

---

# 4
Here is a 2-piece molecular cluster, C2H2FNO2 overall in a non-equilibrium geometry from OMol25. Energies are from the ωB97M-V functional and the def2-TZVPD basis.

CARTESIAN COORDINATES (ANGSTROEM)
F  0.24  -1.98  -0.15
O  -3.91  0.57  -0.20
O  1.45  1.06  0.98
N  0.81  -0.12  0.92
C  -2.84  0.63  -0.54
C  0.88  -0.82  -0.12
H  1.94  1.26  0.16
H  1.43  -0.60  -1.04

Output
HOMO level: -10.3 eV
LUMO level: 0.823 eV
relative energy (zero: lowest compared OMol25 entry of this formula, charge and spin): 281.14 kJ/mol
largest force on an atom: 1.33 eV/A

Löwdin atomic charge list, values in e, 5 entries: number 1, F, carries 0.05; number 2, O, carries 0.02; number 3, O, carries -0.04; number 4, N, carries -0.01; number 5, C, carries -0.01

---

# 5
Here is a 2-piece molecular cluster, C6H13O2 overall in a non-equilibrium geometry from OMol25. Energies are from the ωB97M-V functional and the def2-TZVPD basis.

CARTESIAN COORDINATES (ANGSTROEM)
O  -1.63  2.44  0.62
O  0.58  2.49  0.19
C  -0.08  0.97  1.83
C  -0.46  2.09  0.80
C  -1.33  0.41  2.50
C  -0.59  -0.66  -1.98
C  1.66  -0.94  -0.91
C  0.75  -1.42  -2.00
H  -0.50  0.26  -2.56
H  -0.97  -0.46  -0.98
H  -2.10  0.39  1.73
H  1.16  -1.01  0.06
H  1.89  0.13  -0.97
H  -1.70  0.98  3.35
H  0.56  0.28  1.29
H  -1.17  -0.65  2.74
H  0.72  -2.52  -1.91
H  -1.36  -1.30  -2.43
H  1.18  -1.35  -3.00
H  0.76  1.33  2.43
H  2.61  -1.47  -0.80

Output
HOMO level: -3.7 eV
total charge: -1
LUMO level: 3.767 eV
relative energy (zero: lowest compared OMol25 entry of this formula, charge and spin): 74.32 kJ/mol
largest force on an atom: 2.29 eV/A

Löwdin atomic charge list, values in e, 5 entries: number 1, O, carries -0.07; number 2, O, carries -0.13; number 3, C, carries -0.21; number 4, C, carries -0.76; number 5, C, carries -0.13

---

# 6
Here is C39H22F5N2O3PSZn as an isolated structure from OMol25. Energies are from the ωB97M-V functional and the def2-TZVPD basis.

CARTESIAN COORDINATES (ANGSTROEM)
Zn  0.33  -1.16  -0.07
S  4.99  -2.76  -0.60
P  1.46  1.41  0.48
F  -5.45  4.06  1.06
F  -4.31  2.35  2.87
F  -2.34  0.68  2.14
F  -4.56  4.03  -1.53
F  -2.63  2.35  -2.31
O  -2.57  -2.78  -2.37
O  -1.02  -2.49  -0.77
O  -1.41  0.67  -0.49
N  0.23  -0.69  -2.32
N  2.29  -1.97  -0.46
C  0.84  -0.05  2.81
C  1.48  1.12  2.29
C  4.18  1.13  0.18
C  -3.02  2.31  -1.01
C  2.04  1.86  4.53
C  -1.09  0.49  -4.47
C  -4.01  3.18  -0.63
C  -0.33  -2.13  2.57
C  -1.60  -2.22  -1.87
C  0.87  2.01  -4.76
C  -0.39  -2.27  3.98
C  0.85  0.29  -3.03
C  3.16  2.08  0.24
C  -3.88  2.34  1.58
C  2.17  0.65  -2.70
C  1.41  0.77  5.06
C  -1.65  -0.55  -3.80
C  5.49  1.51  -0.05
C  4.80  3.81  -0.17
C  2.80  1.67  -3.36
C  -0.48  4.62  -1.14
C  -1.21  5.16  -0.09
C  3.48  3.42  0.07
C  0.81  -0.20  4.23
C  -2.88  1.47  1.20
C  -0.31  3.46  1.37
C  -1.13  4.57  1.16
C  -0.95  -1.09  -2.69
C  2.06  2.03  3.13
C  5.81  2.85  -0.23
C  3.40  -2.32  -0.52
C  -2.37  1.41  -0.13
C  0.44  2.93  0.32
C  -4.46  3.21  0.68
C  0.33  3.51  -0.94
C  0.17  -1.33  4.79
C  2.14  2.37  -4.39
C  0.28  -1.05  1.95
C  0.20  0.95  -4.10
H  2.71  4.18  0.11
H  2.50  2.60  5.17
H  6.83  3.15  -0.42
H  -2.62  -0.95  -4.03
H  1.37  0.63  6.13
H  2.64  3.19  -4.89
H  3.94  0.08  0.29
H  -0.78  -2.90  1.96
H  -1.87  6.00  -0.25
H  2.66  0.09  -1.91
H  -1.72  4.95  1.99
H  0.87  3.09  -1.78
H  2.55  2.91  2.72
H  0.14  -1.43  5.87
H  -0.28  3.00  2.35
H  6.25  0.74  -0.11
H  3.81  1.94  -3.08
H  -0.56  5.05  -2.13
H  0.36  2.53  -5.56
H  5.04  4.85  -0.30
H  -0.89  -3.13  4.41
H  -1.61  0.99  -5.28

Output
HOMO level: -2.3 eV
total charge: -2
LUMO level: 4.317 eV
relative energy (zero: lowest compared OMol25 entry of this formula, charge and spin): 2.83 kJ/mol
largest force on an atom: 0.24 eV/A

Löwdin atomic charge list, values in e, 5 entries: number 1, Zn, carries 0.60; number 2, S, carries 0.36; number 3, P, carries 1.14; number 4, F, carries 0.05; number 5, F, carries 0.08

---

# 7
Here is C5H6CuO4 as an isolated structure in a non-equilibrium geometry from OMol25. Energies are from the ωB97M-V functional and the def2-TZVPD basis.

CARTESIAN COORDINATES (ANGSTROEM)
Cu  3.08  -0.37  1.16
O  -2.15  -0.17  1.74
O  -3.37  0.37  -0.08
O  2.32  1.06  -0.09
O  -1.23  0.53  -0.21
C  1.61  -2.05  -1.27
C  -2.23  0.24  0.60
C  1.09  -1.30  -0.30
C  1.17  0.50  -0.48
C  0.00  0.91  0.31
H  0.03  1.09  1.39
H  0.76  -1.74  0.64
H  1.66  -3.14  -1.19
H  -3.85  -0.47  -0.05
H  0.93  0.62  -1.57
H  2.18  -1.59  -2.09

Output
HOMO level (spin up / spin down): -7.3 / -8.7 eV
spin multiplicity: 2
<S²>: 0.75
LUMO level (spin up / spin down): -1.415 / -1.413 eV
relative energy (zero: lowest compared OMol25 entry of this formula, charge and spin): 2.88 kJ/mol
largest force on an atom: 2.75 eV/A

Löwdin atomic charge list, values in e, 5 entries: number 1, Cu, carries 0.63; number 2, O, carries 0.12; number 3, O, carries 0.15; number 4, O, carries -0.26; number 5, O, carries 0.06

---

# 8
Here is C24H44GaP2 as an isolated structure in a non-equilibrium geometry from OMol25. Energies are from the ωB97M-V functional and the def2-TZVPD basis.

CARTESIAN COORDINATES (ANGSTROEM)
Ga  -1.76  0.13  -3.81
P  0.78  1.95  -3.05
P  -2.06  2.34  -3.62
C  -2.40  -4.11  1.45
C  2.31  1.90  1.41
C  -2.74  -1.12  2.38
C  0.47  -5.05  2.22
C  -1.39  -3.29  2.13
C  -0.40  2.82  -4.26
C  3.19  -0.54  1.48
C  1.87  -2.70  3.84
C  0.83  1.65  1.40
C  -3.27  3.02  -4.79
C  0.14  0.68  0.79
C  0.51  -0.14  -0.40
C  2.00  -0.09  -0.73
C  0.54  -2.66  3.21
C  2.33  2.15  -4.03
C  2.80  -0.90  0.25
C  -1.55  -1.95  2.57
C  3.13  0.81  2.13
C  -2.32  3.14  -1.97
C  -2.47  -1.18  -2.45
C  1.11  3.47  -2.03
C  -0.37  -1.58  3.28
C  -0.18  -0.31  3.99
C  -0.09  -3.72  2.49
H  -2.95  3.99  -5.19
H  2.97  -1.94  -0.07
H  -0.22  3.91  -4.33
H  2.04  3.35  -1.45
H  2.28  1.53  -4.93
H  2.38  -3.64  3.62
H  0.31  -5.37  1.18
H  -3.23  -1.33  1.42
H  -3.49  -1.28  3.17
H  -2.79  -0.68  -1.53
H  -0.25  2.36  -5.25
H  1.23  4.33  -2.70
H  -0.03  0.24  -1.28
H  -1.06  -0.05  4.59
H  1.54  -5.08  2.42
H  -4.24  3.13  -4.29
H  -2.33  -5.16  1.75
H  -3.40  3.18  -1.76
H  -1.74  -1.97  -2.18
H  -3.38  2.31  -5.62
H  -1.84  2.57  -1.16
H  2.67  2.03  0.38
H  0.30  3.69  -1.32
H  -2.32  -4.08  0.35
H  1.80  -2.59  4.93
H  2.51  -1.88  3.47
H  2.39  0.93  -0.83
H  2.48  3.20  -4.32
H  -3.41  -3.75  1.69
H  3.18  1.83  -3.42
H  -1.94  4.19  -1.93
H  2.16  -0.57  -1.71
H  0.00  -5.82  2.86
H  -2.50  -0.05  2.39
H  3.75  -1.28  2.06
H  0.69  -0.36  4.66
H  0.24  2.35  2.03
H  -3.36  -1.68  -2.89
H  4.14  1.22  2.27
H  2.48  2.86  1.94
H  0.19  -1.18  -0.28
H  -0.01  0.52  3.29
H  -0.95  0.67  0.93
H  2.71  0.65  3.14

Output
HOMO level (spin up / spin down): -8.8 / -8.7 eV
total charge: +1
LUMO level (spin up / spin down): -4.841 / -3.706 eV
relative energy (zero: lowest compared OMol25 entry of this formula, charge and spin): 74.45 kJ/mol
largest force on an atom: 3.54 eV/A

Löwdin atomic charge list, values in e, 5 entries: number 1, Ga, carries 0.65; number 2, P, carries 0.84; number 3, P, carries 0.66; number 4, C, carries -0.03; number 5, C, carries -0.20